Entry 1:
Entry from the Open Molecules 2025 dataset: a 3-piece molecular cluster, C6H13ClSi overall (the ωB97M-V functional and the def2-TZVPD basis).

Output
Total charge   0
HOMO-LUMO gap   8.1 eV
DFT total energy   -986.01242 Eh
ΔE to the lowest compared entry with this formula, charge and spin   3.029 eV

Each line ends with the natural charge from an NBO analysis.
Positions of all 21 atoms, in Å:
C: 0.114 1.706 -2.027  -0.166
C: 0.308 2.807 -2.729  -0.407
C: -1.148 1.375 -1.302  -0.647
C: 2.093 -1.589 4.425  -0.403
C: 0.078 -1.801 2.976  -0.655
C: 0.802 -1.827 4.287  -0.168
Si: -2.302 -0.549 -5.132  0.754
Cl: -1.325 -0.214 -6.914  -0.449
H: 0.908 0.975 -1.930  0.193
H: -0.465 3.551 -2.835  0.187
H: -1.916 2.117 -1.500  0.209
H: -0.956 1.347 -0.230  0.219
H: -1.518 0.395 -1.597  0.213
H: 2.579 -1.630 5.385  0.197
H: 2.716 -1.340 3.583  0.186
H: 1.244 3.018 -3.219  0.199
H: -0.994 -1.692 3.125  0.214
H: 0.251 -2.735 2.439  0.221
H: 0.432 -0.983 2.352  0.215
H: 0.204 -2.080 5.153  0.193
H: -1.104 -0.850 -4.309  -0.305

Cartesian forces, eV/Å:
C -0.1 -0.2 0.1
C 0.1 0.1 -0.1
C 0.1 0.1 -0.1
C 0.1 0.0 0.2
C 0.0 -0.1 0.0
C -0.1 0.0 0.0
Si -0.8 0.1 0.1
Cl 0.3 0.0 -0.2
H 0.2 0.0 -0.1
H -0.2 0.1 0.0
H -0.1 0.0 0.0
H -0.1 -0.1 0.1
H -0.1 -0.1 0.0
H 0.1 0.0 0.2
H 0.1 0.1 -0.2
H 0.2 0.0 -0.1
H -0.1 0.0 -0.1
H -0.1 0.0 -0.1
H 0.0 0.0 -0.1
H 0.0 0.0 0.2
H 0.6 -0.1 0.2

Entry 2:
Entry from the Open Molecules 2025 dataset: C7H19AlN4O3 as an isolated structure (the ωB97M-V functional and the def2-TZVPD basis).

Output
Total charge   0
HOMO-LUMO gap (spin up / spin down)   4.6 / 4.7 eV
DFT total energy   -964.88418 Eh
ΔE to the lowest compared entry with this formula, charge and spin   2.231 eV

Each line ends with the natural charge from an NBO analysis.
Positions of all 34 atoms, in Å:
Al: -1.552 -4.050 -3.653  1.830
N: 3.074 0.743 1.738  -0.860
C: 2.684 1.943 1.107  -0.214
C: 1.712 1.616 0.038  -0.210
N: 0.365 1.164 0.560  -0.495
C: -0.750 1.659 -0.233  -0.165
C: -2.338 1.262 0.370  -0.334
N: -3.090 1.588 -0.868  -0.426
C: 0.381 -0.092 1.281  -0.232
C: -0.356 -1.261 0.724  -0.234
N: -0.001 -1.589 -0.648  -0.848
H: 3.512 0.555 2.635  0.385
H: 3.466 0.052 1.175  0.357
H: 3.503 2.353 0.532  0.158
H: 2.520 2.741 1.817  0.214
H: 2.082 0.738 -0.568  0.177
H: 1.584 2.525 -0.519  0.209
H: -0.665 1.298 -1.221  0.173
H: -0.662 2.814 -0.207  0.198
H: -2.693 2.172 0.912  0.180
H: -2.703 0.501 1.091  0.234
H: 4.089 3.677 0.041  -0.037
H: -3.540 2.544 -0.809  0.298
H: 0.036 0.084 2.311  0.186
H: 1.385 -0.429 1.338  0.230
H: -1.449 -1.077 0.785  0.164
H: -0.118 -2.115 1.388  0.185
H: 0.288 -0.781 -1.188  0.358
H: -0.800 -1.908 -1.161  0.351
O: -2.104 -5.146 -1.052  -0.645
C: -2.281 -3.892 -0.965  0.583
O: -2.948 -3.166 -1.862  -0.754
H: -2.173 -3.336 -0.025  0.150
O: -0.457 -3.188 -4.867  -1.167

Cartesian forces, eV/Å:
Al 1.2 3.4 -0.6
N 0.6 -1.1 2.5
C 1.3 -0.4 0.3
C -2.7 -1.5 0.5
N 1.1 1.2 -0.1
C -1.1 0.3 3.2
C 0.1 5.1 -0.8
N -0.7 -0.9 -0.5
C -0.7 0.4 0.1
C -1.7 -0.5 -0.1
N 0.6 0.0 -0.5
H -0.4 1.4 0.0
H 0.5 -1.0 -1.7
H 1.1 0.5 -0.5
H -1.0 0.0 0.2
H 0.2 1.2 0.1
H -0.3 0.2 -0.8
H -0.5 -0.3 -1.5
H -0.6 -1.9 -0.2
H 1.4 -0.6 0.9
H 0.9 -0.6 -1.4
H 0.2 0.2 -0.1
H 0.8 -1.3 0.3
H 0.1 -0.2 0.0
H 0.8 0.1 0.3
H 0.5 -0.3 0.1
H -0.2 0.2 -0.3
H 0.2 0.2 0.3
H -0.4 -0.2 -0.1
O 1.0 3.2 -0.9
C -3.0 -1.8 -0.9
O 3.6 -1.8 -1.0
H 0.4 -0.3 0.2
O -3.2 -2.8 3.4

Entry 3:
Entry from the Open Molecules 2025 dataset: C5H17NbP as an isolated structure (the ωB97M-V functional and the def2-TZVPD basis).

Output
Total charge   -1
HOMO-LUMO gap   7.1 eV
DFT total energy   -598.82584 Eh

Each line ends with the natural charge from an NBO analysis.
Positions of all 24 atoms, in Å:
C: 2.321 0.510 0.693  -0.610
C: 2.275 -0.976 0.326  -0.406
C: 0.859 -1.560 0.387  -0.836
Nb: -0.478 -1.146 -1.402  1.275
P: -1.928 0.745 -0.528  0.171
C: -2.687 0.419 1.131  -0.905
C: -1.234 2.456 -0.364  -0.901
H: 3.313 0.811 1.043  0.185
H: 2.078 1.131 -0.173  0.213
H: 1.598 0.742 1.482  0.191
H: 2.666 -1.093 -0.689  0.210
H: 2.958 -1.534 0.982  0.167
H: 0.371 -1.239 1.321  0.178
H: 0.962 -2.648 0.448  0.213
H: -1.689 -2.490 -0.884  -0.447
H: -0.979 -1.481 -3.148  -0.307
H: 0.623 0.173 -2.141  -0.413
H: 0.811 -2.329 -1.898  -0.277
H: -3.773 0.335 1.052  0.212
H: -2.470 1.245 1.811  0.207
H: -2.295 -0.505 1.557  0.230
H: -1.617 3.095 -1.162  0.214
H: -0.147 2.437 -0.427  0.232
H: -1.538 2.904 0.584  0.203

Cartesian forces, eV/Å:
C 0.1 0.1 -0.1
C 0.0 0.2 -0.1
C 0.1 -0.5 -0.4
Nb 0.0 -0.6 0.7
P 0.6 0.1 -0.1
C -0.2 0.0 0.1
C -0.2 0.2 -0.1
H 0.0 0.0 0.0
H -0.1 0.0 0.0
H 0.1 0.0 0.0
H 0.0 -0.1 0.1
H -0.1 0.0 0.1
H -0.1 0.1 -0.1
H -0.2 0.0 0.0
H -0.4 0.2 -0.1
H 0.6 -0.3 0.4
H -0.4 0.2 -0.2
H 0.1 0.6 -0.2
H 0.0 -0.1 0.0
H 0.1 -0.1 0.0
H 0.0 0.0 0.0
H 0.1 0.0 0.0
H 0.0 0.0 0.0
H 0.1 0.0 0.0

Entry 4:
Entry from the Open Molecules 2025 dataset: C4H10N2O2 as an isolated structure (the ωB97M-V functional and the def2-TZVPD basis).

Output
Total charge   0
HOMO-LUMO gap   9.4 eV
DFT total energy   -418.27877 Eh
ΔE to the lowest compared entry with this formula, charge and spin   4.958 eV

Each line ends with the natural charge from an NBO analysis.
Positions of all 18 atoms, in Å:
C: -1.305 -0.699 0.099  -0.553
C: -2.553 0.160 0.093  -0.624
H: -2.622 0.745 1.009  0.226
H: -1.175 -1.264 -0.825  0.215
H: -1.272 -1.354 0.972  0.220
H: 0.044 -0.507 0.203  0.328
H: -2.560 0.850 -0.749  0.225
H: -3.437 -0.474 -0.011  0.224
C: 0.135 0.870 0.021  0.693
C: 1.673 -0.190 -0.083  0.337
N: 2.351 -0.146 1.078  -0.824
O: -0.002 1.304 -1.252  -0.700
N: 1.950 -0.588 -1.253  -0.787
O: 0.093 1.580 1.005  -0.668
H: 0.509 0.698 -1.830  0.518
H: 3.312 -0.448 1.136  0.392
H: 2.009 0.516 1.764  0.426
H: 2.850 -1.053 -1.376  0.352

Cartesian forces, eV/Å:
C 1.5 -1.1 0.0
C 0.5 0.5 0.0
H -0.1 0.0 0.0
H -0.3 -0.2 0.0
H -0.2 -0.2 -0.1
H -3.4 0.4 -0.3
H 0.1 0.0 0.0
H 0.1 -0.1 0.2
C 4.4 0.4 -0.1
C -0.5 2.0 -0.2
N -0.1 -0.2 0.1
O -0.8 -0.6 0.3
N -0.3 -0.4 0.0
O -0.8 -0.5 -0.1
H 0.0 0.0 0.2
H -0.1 0.1 0.0
H 0.0 -0.1 -0.1
H 0.0 0.1 0.1

Entry 5:
Entry from the Open Molecules 2025 dataset: a 2-piece molecular cluster, C10H23BO8PS2 overall (the ωB97M-V functional and the def2-TZVPD basis).

Output
Total charge   -1
HOMO-LUMO gap   6.2 eV
DFT total energy   -2159.48404 Eh

Each line ends with the natural charge from an NBO analysis.
Positions of all 45 atoms, in Å:
B: 3.721 0.715 1.607  -0.465
S: 2.449 2.224 1.642  -0.109
C: 0.894 1.430 1.142  -0.673
C: 0.181 2.128 0.012  0.817
O: 0.650 2.396 -1.054  -0.575
O: -1.193 2.315 0.155  -0.560
C: -1.729 2.769 1.389  -0.093
C: -3.208 2.371 1.444  0.081
C: -3.780 2.479 2.859  -0.637
O: -3.412 1.084 0.833  -0.507
C: -2.605 0.083 1.203  0.802
O: -1.968 0.086 2.225  -0.606
C: -2.522 -1.044 0.199  -0.660
S: -3.396 -0.830 -1.365  -0.045
H: 4.796 1.191 1.287  -0.046
H: 3.312 -0.053 0.751  -0.073
H: 3.768 0.183 2.706  -0.068
H: 1.114 0.422 0.766  0.270
H: 0.241 1.317 2.006  0.216
H: -1.181 2.367 2.241  0.208
H: -1.679 3.865 1.441  0.181
H: -3.764 3.029 0.772  0.191
H: -4.426 1.623 3.063  0.229
H: -2.989 2.473 3.614  0.222
H: -4.365 3.395 2.971  0.206
H: -1.459 -1.245 0.027  0.316
H: -2.965 -1.936 0.653  0.243
H: -2.756 0.292 -1.719  0.132
C: 1.958 -3.331 -3.556  -0.252
O: 1.061 -3.164 -2.458  -0.821
P: 1.306 -1.964 -1.428  2.598
O: 0.276 -1.995 -0.388  -1.121
O: 1.426 -0.659 -2.300  -0.807
C: 0.232 -0.126 -2.892  -0.273
O: 2.812 -2.075 -0.983  -0.811
C: 3.141 -2.799 0.214  -0.259
H: 1.363 -3.519 -4.448  0.181
H: 2.574 -2.445 -3.711  0.197
H: 2.605 -4.187 -3.364  0.179
H: -0.648 -0.626 -2.485  0.189
H: 0.257 -0.251 -3.975  0.171
H: 0.205 0.927 -2.622  0.235
H: 4.061 -3.345 0.015  0.176
H: 2.347 -3.493 0.491  0.181
H: 3.297 -2.079 1.016  0.241

Cartesian forces, eV/Å:
B 0.0 0.0 0.0
S 0.1 0.0 -0.2
C 0.0 0.0 0.2
C -0.1 -0.3 0.2
O -0.1 0.1 -0.1
O 0.1 0.4 0.0
C 0.0 0.1 0.1
C 0.1 0.1 0.0
C 0.1 -0.1 0.0
O 0.0 0.0 0.0
C 0.0 0.1 0.0
O -0.1 -0.1 0.1
C -0.2 -0.1 0.2
S 0.0 0.0 -0.1
H 0.0 0.0 0.1
H 0.0 0.2 0.0
H 0.0 0.0 0.0
H 0.0 0.2 0.0
H 0.1 -0.2 -0.2
H -0.2 0.0 -0.1
H 0.0 -0.1 -0.1
H 0.0 -0.1 0.0
H 0.0 0.1 -0.1
H -0.1 0.0 -0.1
H 0.1 -0.1 0.0
H -0.3 0.0 0.1
H 0.2 0.1 0.0
H -0.1 0.1 0.0
C 0.0 0.0 0.0
O -0.1 0.1 0.0
P 0.5 0.1 0.0
O 0.1 -0.1 -0.1
O 0.0 -0.1 -0.2
C -0.2 0.2 0.2
O -0.3 -0.2 -0.1
C 0.1 0.0 0.2
H 0.0 0.0 0.0
H 0.0 0.0 0.0
H 0.0 0.0 0.0
H -0.1 0.0 -0.1
H 0.1 -0.1 0.0
H -0.1 0.0 -0.1
H 0.0 0.0 0.0
H 0.0 0.0 -0.1
H 0.0 0.0 0.0

Entry 6:
Entry from the Open Molecules 2025 dataset: one molecule with the formula C4H6ClN3 (the ωB97M-V functional and the def2-TZVPD basis).

Output
Total charge   0
HOMO-LUMO gap   8.8 eV
SMILES string   Cc1[nH]nc(N)c1Cl
DFT total energy   -780.38708 Eh
ΔE to the lowest compared entry with this formula, charge and spin   3.489 eV

Each line ends with the natural charge from an NBO analysis.
Positions of all 14 atoms, in Å:
C: -0.684 -0.337 -0.079  -0.182
C: 0.615 -0.601 -0.193  0.087
C: -0.823 1.431 -0.059  0.404
C: 1.489 -1.875 0.072  -0.632
N: 0.442 1.688 -0.063  -0.345
N: 1.314 0.660 -0.082  -0.405
N: -2.072 1.871 0.148  -0.845
Cl: -2.135 -1.317 -0.117  -0.009
H: 2.267 -1.971 -0.614  0.221
H: 1.828 -1.765 1.125  0.232
H: 0.790 -2.726 0.170  0.230
H: 2.176 1.012 -0.505  0.409
H: -2.837 1.103 0.218  0.426
H: -2.371 2.828 -0.020  0.408

Cartesian forces, eV/Å:
C -1.9 3.4 -0.6
C 2.5 0.0 1.0
C 3.2 -8.0 0.1
C -3.4 1.3 2.0
N -1.8 3.9 0.1
N -1.5 -0.8 -0.3
N -2.1 -0.1 0.2
Cl 1.0 0.2 0.2
H 1.2 -0.4 -1.0
H 0.3 0.1 -0.8
H 0.6 0.1 -0.7
H -0.3 -1.2 0.1
H 2.1 2.0 -0.4
H 0.2 -0.5 0.1